# C30H90O15

A 15-piece molecular cluster, C30H90O15 overall at a distorted geometry (ωB97M-V/def2-TZVPD, OMol25).

For the HOMO energy, the calculation gives -9.344 eV. As for the net charge: 0. The total energy comes out at -2325.4392 hartree. For the HOMO-LUMO gap, the calculation gives 9.74 eV.

Geometry as XYZ:
```
135
Properties=species:S:1:pos:R:3:lowdin_charge:R:1
C -0.5151 -0.0528 -0.2907 -0.0414
C 0.5385 -0.1075 0.8928 -0.2634
O -0.1461 -0.3906 2.1061 -0.1126
H -1.3300 0.6481 -0.1091 0.0631
H -0.9254 -1.0275 -0.5546 0.0574
H 0.0052 0.2401 -1.2026 0.0581
H 1.0922 0.8291 0.9580 0.0907
H 1.3011 -0.8777 0.7769 0.0814
H 0.4686 -0.1831 2.8137 0.0315
C -0.8763 -1.0619 -6.1908 -0.0483
C 0.0392 -1.2120 -4.9013 -0.2566
O -0.4215 -0.4246 -3.8006 -0.1232
H -1.9298 -1.0061 -5.9169 0.0569
H -0.7758 -1.9018 -6.8783 0.0679
H -0.6152 -0.1577 -6.7408 0.0572
H 1.0756 -0.9266 -5.0816 0.0981
H 0.0637 -2.2335 -4.5216 0.1017
H -1.2259 -0.7922 -3.4272 0.0367
C 4.4768 -1.4888 1.3911 -0.0684
C 5.7505 -1.0418 0.6650 -0.3262
O 6.2443 0.0177 1.4213 -0.0918
H 4.0723 -2.3638 0.8822 0.0627
H 3.7725 -0.6644 1.2802 0.0607
H 4.6924 -1.6138 2.4522 0.0755
H 5.5890 -0.6401 -0.3353 0.0971
H 6.5466 -1.7860 0.6415 0.1142
H 7.2017 -0.0467 1.4498 0.0814
C 0.5144 -4.5923 -0.6671 -0.0618
C 1.2588 -3.3429 -1.0988 -0.3409
O 2.6012 -3.5503 -0.8412 -0.0707
H 0.6192 -4.6929 0.4132 0.0633
H 0.9349 -5.5064 -1.0861 0.0771
H -0.5618 -4.5818 -0.8399 0.0614
H 0.8354 -2.4669 -0.6076 0.0833
H 1.1328 -3.1836 -2.1697 0.1017
H 3.0907 -2.8428 -1.2671 0.0223
C 3.6156 3.7225 -1.0505 -0.0690
C 2.4508 3.5068 -0.0432 -0.3144
O 1.8666 4.7784 0.1283 -0.0792
H 4.4131 4.3409 -0.6385 0.0696
H 3.2787 4.1446 -1.9973 0.0675
H 4.1854 2.8371 -1.3325 0.0496
H 2.7690 3.0687 0.9027 0.1011
H 1.7419 2.7951 -0.4663 0.0886
H 1.1285 4.6552 0.7296 0.0256
C -3.6353 -4.0909 1.9918 -0.0745
C -3.1580 -2.6869 1.7189 -0.3281
O -1.7792 -2.6797 1.7921 -0.0853
H -3.2309 -4.8656 1.3403 0.0814
H -4.7246 -4.0529 1.9910 0.0742
H -3.3882 -4.3676 3.0167 0.0757
H -3.5345 -1.9795 2.4578 0.1105
H -3.5870 -2.3538 0.7739 0.1005
H -1.3942 -1.8011 1.8297 0.0507
C 1.9297 -3.1981 3.2047 -0.0734
C 0.7195 -3.6124 4.0042 -0.3327
O -0.1260 -4.3753 3.1931 -0.0854
H 2.5536 -2.4795 3.7362 0.0640
H 1.5384 -2.6937 2.3212 0.0597
H 2.4982 -4.0735 2.8909 0.0875
H 0.0842 -2.7669 4.2676 0.0846
H 0.9515 -4.0893 4.9565 0.1107
H -0.7203 -3.8279 2.6746 0.0239
C -2.6307 4.9972 -1.3655 -0.0549
C -1.5261 4.0366 -1.9327 -0.3196
O -1.6682 3.8513 -3.3114 -0.0906
H -2.7282 4.6825 -0.3265 0.0511
H -3.5615 4.8057 -1.8993 0.0572
H -2.3448 6.0422 -1.4845 0.0702
H -1.6667 3.0501 -1.4909 0.0785
H -0.5426 4.4079 -1.6447 0.1074
H -0.9528 3.2532 -3.5397 0.0026
C -2.0395 -0.5788 5.4086 -0.0853
C -1.4710 -1.2126 6.6134 -0.3396
O -2.5024 -1.6712 7.4821 -0.0591
H -2.4992 0.3999 5.5464 0.0836
H -2.7872 -1.2516 4.9887 0.0776
H -1.2620 -0.5739 4.6446 0.0557
H -0.8178 -0.4940 7.1085 0.0937
H -0.7891 -2.0171 6.3380 0.1004
H -2.2951 -2.5722 7.7405 0.0811
C 1.1253 1.5103 6.3352 -0.0808
C 1.6201 0.4122 5.4076 -0.2942
O 1.5175 0.7002 4.0294 -0.0938
H 0.0874 1.7210 6.0777 0.0593
H 1.6791 2.4472 6.2744 0.0787
H 1.2133 1.1661 7.3657 0.0798
H 1.1816 -0.5600 5.6326 0.1010
H 2.6858 0.3212 5.6177 0.1156
H 2.3520 1.0477 3.7061 0.1064
C -5.1119 1.8358 -2.4781 -0.0833
C -4.0699 1.3067 -1.6004 -0.3590
O -4.5345 0.0817 -1.1812 -0.0800
H -5.1990 1.2407 -3.3871 0.0910
H -4.8328 2.8406 -2.7953 0.0731
H -6.0781 2.0020 -2.0017 0.0856
H -3.8410 1.9587 -0.7574 0.1159
H -3.1584 1.2144 -2.1908 0.1150
H -5.3968 0.1254 -0.7616 0.1080
C -3.3084 -3.8660 -2.9619 -0.0588
C -3.4520 -2.4273 -3.4984 -0.2835
O -2.7435 -1.5059 -2.6999 -0.1039
H -3.7802 -4.6373 -3.5706 0.0736
H -3.8184 -3.8839 -1.9988 0.0674
H -2.2501 -4.0770 -2.8080 0.0643
H -4.4908 -2.0973 -3.4979 0.1177
H -3.0210 -2.3768 -4.4983 0.0939
H -3.3835 -1.0741 -2.1294 0.0404
C -0.6935 3.0820 3.6451 -0.0648
C -0.9890 3.4697 2.1668 -0.2905
O -0.2957 4.6599 1.9804 -0.0907
H 0.3640 2.9181 3.8523 0.0587
H -1.2081 2.1282 3.7612 0.0646
H -1.0706 3.8669 4.3007 0.0798
H -2.0615 3.6243 2.0492 0.1043
H -0.7229 2.7570 1.3862 0.1051
H -0.5685 5.2791 2.6614 0.0996
C 3.7851 0.4243 -3.5115 -0.0563
C 3.1065 -0.6072 -2.5583 -0.2570
O 4.0049 -1.7224 -2.4028 -0.1020
H 4.6802 0.7503 -2.9819 0.0689
H 3.1200 1.2804 -3.6244 0.0591
H 4.0323 0.0313 -4.4977 0.0734
H 2.1654 -1.0063 -2.9368 0.0848
H 2.9038 -0.1741 -1.5788 0.1110
H 4.1916 -2.0747 -3.2761 0.0974
C 1.2066 4.0231 -5.4434 -0.0689
C 0.6378 2.6141 -5.3478 -0.2870
O 0.3217 2.2738 -3.9947 -0.1043
H 1.1921 4.3004 -6.4974 0.0739
H 2.1693 4.2309 -4.9763 0.0757
H 0.4831 4.7528 -5.0798 0.0711
H 1.4538 1.9423 -5.6141 0.0982
H -0.1723 2.4002 -6.0451 0.1150
H 0.0158 1.3650 -3.9499 0.0421
```

---

# C30H90O15

A 15-piece molecular cluster, C30H90O15 overall at a distorted geometry (ωB97M-V/def2-TZVPD, OMol25).

For the HOMO energy, the calculation gives -9.525 eV. As for the net charge: 0. The total energy comes out at -2325.4882 hartree. For the HOMO-LUMO gap, the calculation gives 9.72 eV.

Geometry as XYZ:
```
135
Properties=species:S:1:pos:R:3:lowdin_charge:R:1
C -0.2287 -0.5009 0.0392 -0.0352
C 0.0065 0.9279 -0.5196 -0.2732
O 1.3314 1.2957 -0.1717 -0.1135
H 0.0850 -0.5199 1.0865 0.0638
H 0.3086 -1.2172 -0.5760 0.0549
H -1.2924 -0.7533 0.1088 0.0561
H -0.7880 1.5920 -0.1664 0.0927
H -0.0118 0.8618 -1.6085 0.0757
H 1.3260 1.5705 0.7588 0.0460
C 0.4264 -1.0701 -4.1579 -0.0731
C 0.5290 -0.6767 -5.6333 -0.3059
O 1.7289 0.0462 -5.8655 -0.0950
H 0.3982 -0.1601 -3.5542 0.0510
H 1.3174 -1.6082 -3.8424 0.0548
H -0.4723 -1.6810 -4.0395 0.0727
H -0.3071 -0.0393 -5.9463 0.1063
H 0.4718 -1.5877 -6.2322 0.1080
H 1.5609 0.9522 -5.5418 0.0349
C -0.9616 -0.8425 5.2814 -0.0748
C 0.4630 -1.1251 4.8403 -0.2936
O 0.7341 -0.4384 3.6316 -0.1170
H -1.3661 -1.5490 6.0046 0.0787
H -1.6197 -0.9465 4.4149 0.0519
H -0.9919 0.1658 5.6996 0.0748
H 0.5708 -2.2123 4.7382 0.1051
H 1.1817 -0.7970 5.6020 0.1172
H 1.5979 -0.7397 3.2996 0.0476
C 1.0954 -3.4260 1.8688 -0.0781
C 2.0631 -4.1750 2.7500 -0.2839
O 1.3643 -5.2998 3.3262 -0.0927
H 0.1696 -3.1432 2.3675 0.0568
H 0.8540 -4.0398 0.9972 0.0461
H 1.5332 -2.5143 1.4504 0.0538
H 2.4027 -3.6145 3.6225 0.0997
H 2.9318 -4.5371 2.1921 0.1125
H 1.3304 -6.0009 2.6688 0.0754
C 1.2771 4.2450 2.0306 -0.0855
C 0.9665 3.2037 3.0946 -0.2656
O 1.5294 1.9842 2.5781 -0.1154
H 1.0550 5.2718 2.3355 0.0794
H 0.7745 4.0657 1.0822 0.0664
H 2.3610 4.2741 1.8917 0.0674
H -0.1078 3.1296 3.2758 0.1007
H 1.4693 3.4490 4.0339 0.1130
H 1.2171 1.2662 3.1638 0.0505
C 3.9761 3.0642 -0.6390 -0.0713
C 4.5248 4.2777 -1.4111 -0.3204
O 4.8025 5.3492 -0.5391 -0.0631
H 4.7579 2.6696 0.0101 0.0810
H 3.7265 2.2639 -1.3349 0.0408
H 3.1090 3.3730 -0.0612 0.0492
H 3.8716 4.5211 -2.2580 0.0953
H 5.4265 3.9407 -1.9326 0.1107
H 4.0075 5.8831 -0.4579 0.0836
C 0.6282 -3.9379 -1.5369 -0.0929
C 2.1378 -3.9160 -1.6246 -0.2839
O 2.7381 -3.0490 -0.6646 -0.1120
H 0.2119 -4.3380 -0.6092 0.0505
H 0.2672 -4.6514 -2.2914 0.0809
H 0.1326 -2.9930 -1.7589 0.0484
H 2.4076 -3.5847 -2.6316 0.0981
H 2.5506 -4.9097 -1.4511 0.1125
H 2.9081 -2.2005 -1.1014 0.0312
C 4.0076 -0.6345 0.9834 -0.0669
C 4.4378 -1.3243 2.2796 -0.2568
O 3.4499 -1.0584 3.2783 -0.1005
H 4.7846 -0.6850 0.2195 0.0845
H 3.7032 0.4059 1.1251 0.0680
H 3.0877 -1.0973 0.6156 0.0433
H 5.4040 -0.9280 2.6080 0.1131
H 4.5548 -2.4008 2.1575 0.1085
H 3.7325 -0.2738 3.7576 0.0994
C 4.3895 -1.2234 -3.5527 -0.0655
C 3.6427 -0.0084 -3.0030 -0.2960
O 2.7665 -0.4198 -1.9610 -0.1142
H 4.9898 -1.7471 -2.8111 0.0771
H 5.0985 -0.8473 -4.2933 0.0803
H 3.6640 -1.8734 -4.0431 0.0637
H 3.1423 0.5307 -3.8054 0.0906
H 4.4311 0.5884 -2.5270 0.1025
H 2.3636 0.3178 -1.4801 0.0388
C -3.9000 4.9518 0.1179 -0.0911
C -2.4485 4.6940 0.4241 -0.3394
O -2.2056 4.5591 1.8128 -0.0884
H -4.2821 5.8153 0.6596 0.0795
H -4.5570 4.1011 0.3201 0.0637
H -3.9941 5.1604 -0.9547 0.0749
H -1.8852 5.5511 0.0381 0.1119
H -2.0240 3.8311 -0.1126 0.0844
H -2.6961 3.7618 2.0974 0.0308
C -0.2918 3.0281 -3.3950 -0.0681
C 1.2289 2.9645 -3.4877 -0.2710
O 1.6172 2.6478 -4.8296 -0.0913
H -0.6533 3.8040 -4.0759 0.0778
H -0.6557 3.2684 -2.3959 0.0655
H -0.7212 2.0979 -3.7704 0.0663
H 1.7022 2.2326 -2.8312 0.0893
H 1.7152 3.9087 -3.2159 0.1091
H 1.5438 3.4252 -5.3893 0.1018
C -2.5102 -3.9109 3.7238 -0.0865
C -2.6014 -3.7018 2.2188 -0.3433
O -3.9593 -3.5117 1.8704 -0.0900
H -1.4767 -3.9314 4.0791 0.0602
H -2.9268 -4.8548 4.0893 0.0732
H -3.0856 -3.1509 4.2558 0.0676
H -2.0884 -4.5081 1.6825 0.1089
H -1.9918 -2.8141 2.0049 0.0810
H -3.9223 -2.8760 1.1249 0.0264
C -5.3771 1.0574 -1.5599 -0.0693
C -3.9011 1.4199 -1.5611 -0.2827
O -3.0808 0.2563 -1.7392 -0.0978
H -5.7081 0.7613 -2.5587 0.0763
H -5.9644 1.9383 -1.2953 0.0768
H -5.5613 0.2148 -0.8938 0.0732
H -3.5941 1.8857 -0.6241 0.0935
H -3.7288 2.1463 -2.3616 0.1159
H -3.0541 0.0747 -2.6858 0.1029
C -4.8645 -3.2596 -2.1657 -0.0764
C -3.5670 -3.1613 -1.3856 -0.2824
O -3.6482 -2.1276 -0.3988 -0.1331
H -5.7033 -3.4649 -1.5011 0.0804
H -4.7779 -4.1034 -2.8577 0.0769
H -5.0775 -2.3471 -2.7236 0.0651
H -2.7354 -2.9395 -2.0632 0.1080
H -3.3705 -4.1020 -0.8717 0.1140
H -3.4545 -1.2746 -0.8368 0.0438
C -3.6021 0.0774 2.4589 -0.0597
C -2.7704 1.3259 2.6684 -0.2580
O -3.6669 2.4460 2.9221 -0.1044
H -4.2495 0.1519 1.5858 0.0734
H -4.2636 -0.0960 3.3107 0.0872
H -2.9390 -0.7861 2.3695 0.0574
H -2.2392 1.5922 1.7539 0.0982
H -2.0967 1.2724 3.5239 0.1019
H -4.0531 2.3292 3.7945 0.0958
```

---

It is found that the energy above the lowest of the compared OMol25 structures with the same formula, charge and spin values, taken in the order of the records, are 112.6 81.8 kcal/mol.
It is found that the LUMO values, taken in the order of the records, are 0.015 0.007 hartree.